Below is a cluster of 9 separate species, C42H109N7O13 in total at a distorted geometry, with properties calculated with ωB97M-V/def2-TZVPD.

CARTESIAN COORDINATES (ANGSTROEM)
C  1.9878  3.7221  -4.3542
C  1.4420  2.7612  -3.2145
C  2.0028  1.3754  -3.5627
O  1.7433  3.3690  -2.0011
H  1.7865  4.7933  -4.3440
H  1.6860  3.5616  -5.3892
H  3.0748  3.6471  -4.3243
H  0.3711  2.5587  -3.1952
H  1.6322  0.5941  -2.8991
H  3.0913  1.3295  -3.5963
H  1.5072  0.9016  -4.4100
H  1.3909  2.7053  -1.4036
C  -0.3101  0.6432  5.3100
C  -1.6983  1.2794  4.9845
C  -2.0584  2.5236  5.7826
O  -1.5458  1.7194  3.6023
H  0.4525  1.4006  5.1288
H  -0.1424  -0.1619  4.5946
H  -0.2922  0.2918  6.3417
H  -2.4971  0.5824  4.7311
H  -1.3032  3.2918  5.6162
H  -2.3822  2.4031  6.8164
H  -3.0087  2.9235  5.4290
H  -2.0186  2.5320  3.4082
C  -3.3353  -0.3282  -1.2403
O  -2.3669  -0.4418  -0.2197
C  -1.9941  0.6967  0.5286
C  -1.0337  1.7512  -0.2854
N  0.2516  1.1699  -0.5376
C  1.0364  1.0391  0.6396
C  2.2445  0.2514  0.0330
O  1.9652  -1.0573  -0.4340
C  3.0923  -1.8713  -0.8285
H  -4.1619  0.3126  -0.9336
H  -3.7277  -1.3149  -1.4861
H  -2.9576  0.1257  -2.1565
H  -1.4410  0.2664  1.3636
H  -2.8420  1.2670  0.9080
H  -1.0039  2.5276  0.4791
H  -1.4739  2.2831  -1.1288
H  0.2074  0.1746  -0.7031
H  0.5949  0.4278  1.4267
H  1.3534  1.9379  1.1687
H  3.0613  0.1729  0.7505
H  2.6708  0.9341  -0.7020
H  3.1958  -2.6647  -0.0883
H  4.0394  -1.3375  -0.7497
H  2.9392  -2.2923  -1.8221
C  5.4213  2.2660  1.9211
O  6.6306  2.4754  1.1399
C  7.1125  1.3859  0.4280
C  6.1503  0.9790  -0.7999
N  5.8702  2.0685  -1.6430
C  6.9892  2.6774  -2.3020
C  6.5581  3.7651  -3.3140
O  5.5450  4.6088  -2.8877
C  5.8447  5.4391  -1.7744
H  5.2766  3.0980  2.6102
H  5.2498  1.2753  2.3421
H  4.6611  2.4369  1.1589
H  7.2611  0.5231  1.0773
H  8.0929  1.7117  0.0804
H  5.2042  0.5974  -0.4161
H  6.5490  0.1202  -1.3398
H  4.9939  2.3889  -2.0299
H  7.5459  1.8945  -2.8171
H  7.6291  3.2530  -1.6332
H  6.1788  3.3423  -4.2443
H  7.3594  4.4441  -3.6054
H  5.0907  6.2172  -1.6556
H  6.8570  5.8012  -1.9536
H  5.8921  4.7499  -0.9313
C  -6.6162  -3.3341  0.1269
O  -7.4819  -3.4775  -0.9882
C  -8.8712  -3.8774  -0.6659
C  -9.6789  -4.1039  -1.9255
N  -9.4886  -2.9731  -2.7507
C  -9.8216  -3.3965  -4.1855
C  -8.9128  -4.4399  -4.7338
O  -9.0772  -5.8155  -4.2976
C  -8.7818  -6.9115  -5.1979
H  -6.4945  -4.2612  0.6871
H  -7.0431  -2.5504  0.7528
H  -5.6646  -3.0319  -0.3103
H  -9.3008  -3.1006  -0.0333
H  -9.0945  -4.7992  -0.1289
H  -10.7318  -4.2225  -1.6698
H  -9.2187  -5.0346  -2.2575
H  -8.4871  -2.8744  -2.6651
H  -9.9364  -2.5891  -4.9087
H  -10.8205  -3.8287  -4.1263
H  -7.9224  -4.0763  -4.4599
H  -8.9033  -4.6123  -5.8100
H  -8.7757  -7.6662  -4.4114
H  -7.8174  -6.8613  -5.7034
H  -9.5449  -6.8397  -5.9728
C  -1.1159  6.1067  7.2984
O  -1.6441  6.5897  6.0730
C  -1.2981  7.8638  5.5617
C  -2.2216  8.1130  4.4411
N  -1.7411  7.2498  3.3614
C  -2.6399  7.1081  2.1932
C  -2.2791  6.0342  1.1721
O  -3.0381  6.3455  0.0202
C  -3.0772  5.3698  -1.0199
H  -0.9346  5.0325  7.2641
H  -1.6904  6.4229  8.1692
H  -0.1142  6.5127  7.4388
H  -0.2410  7.9350  5.3058
H  -1.5777  8.5068  6.3962
H  -2.1459  9.1657  4.1689
H  -3.2961  8.0508  4.6131
H  -1.3593  6.3659  3.6662
H  -2.7581  8.1124  1.7864
H  -3.6407  6.8936  2.5680
H  -2.4468  4.9848  1.4141
H  -1.2083  6.0186  0.9690
H  -3.1234  5.8650  -1.9898
H  -3.9451  4.7110  -0.9909
H  -2.0760  4.9391  -1.0192
C  4.7733  -4.2194  2.2751
C  6.2704  -4.5045  2.4833
C  6.9887  -3.1719  2.3172
O  7.0688  -2.6892  0.9353
C  7.5096  -3.5008  -0.1930
N  6.3677  -5.0629  3.8722
H  4.3212  -3.6917  3.1148
H  4.0776  -5.0403  2.1012
H  4.8067  -3.6404  1.3522
H  6.5912  -5.2267  1.7325
H  8.0561  -3.2815  2.5090
H  6.8266  -2.4316  3.1006
H  8.4603  -3.9683  0.0634
H  7.5027  -3.0726  -1.1954
H  6.8988  -4.3753  -0.4170
H  7.3688  -4.9914  3.9855
H  6.0378  -4.3890  4.5483
C  0.5410  -4.0181  -3.0972
C  -0.1413  -2.6626  -3.2295
C  -0.1757  -2.1192  -4.6904
O  1.1065  -1.6347  -4.8957
C  1.5391  -1.6144  -6.1878
N  -1.4215  -2.7337  -2.5300
H  0.0141  -4.8545  -3.5564
H  0.7115  -4.2157  -2.0389
H  1.5731  -3.9022  -3.4280
H  0.2340  -1.8757  -2.5753
H  -0.9483  -1.3656  -4.8429
H  -0.4589  -2.9103  -5.3848
H  1.8126  -2.6616  -6.3175
H  2.5039  -1.1376  -6.3609
H  0.8336  -1.2290  -6.9239
H  -1.2955  -3.0622  -1.5832
H  -1.8892  -1.8389  -2.5019
C  0.0271  -4.4748  3.8333
C  0.3787  -4.2273  2.3841
C  -0.7701  -3.6837  1.4500
O  -1.8767  -4.6107  1.3755
C  -2.9337  -4.1251  0.5637
N  1.4853  -3.3180  2.3332
H  -0.9679  -4.8995  3.9660
H  -0.0646  -3.5671  4.4297
H  0.8018  -5.0157  4.3770
H  0.5931  -5.1940  1.9284
H  -0.3906  -3.5046  0.4440
H  -1.1593  -2.7475  1.8503
H  -2.7414  -3.1428  0.1322
H  -3.7280  -3.9690  1.2937
H  -3.1673  -4.8057  -0.2550
H  1.8673  -3.1484  1.4137
H  1.0911  -2.3889  2.3698

Results
- charge = 0
- F_max (eV/A) = 3.783
- energy relative to the best compared isomer or geometry (same formula, charge and spin) (kcal per mole) = 184.7
- SMILES string = COC[C@H](C)N.COC[C@H](C)N.COC[C@H](C)N.COCCNCCOC.COCCNCCOC.COCCNCCOC.COCCNCCOC.CC(C)O.CC(C)O
- HOMO-LUMO gap (eV) = 8.420

=====

Below is a cluster of 10 separate species, C42H112N8O12 in total at a distorted geometry, with properties calculated with ωB97M-V/def2-TZVPD.

CARTESIAN COORDINATES (ANGSTROEM)
C  1.7042  -6.0750  1.1234
C  1.2049  -6.2056  2.5789
C  0.1564  -7.2954  2.5573
O  2.2988  -6.5153  3.4171
H  2.2017  -6.9821  0.7744
H  2.4462  -5.2744  1.1370
H  0.8761  -5.8634  0.4445
H  0.7291  -5.2529  2.8361
H  -0.3948  -7.3507  1.6158
H  -0.5518  -7.2574  3.3807
H  0.7096  -8.2430  2.5373
H  2.4746  -5.7664  3.9939
C  5.9975  2.0240  3.1486
C  6.0530  0.8170  2.2354
C  5.8131  1.2270  0.7847
O  7.4185  0.3507  2.3364
H  4.9990  2.4794  3.1076
H  6.7651  2.7396  2.8922
H  6.0397  1.6284  4.1655
H  5.2565  0.1102  2.4775
H  5.7230  0.3335  0.1600
H  6.5306  1.9384  0.3790
H  4.8219  1.7008  0.7229
H  7.7995  0.3818  1.4577
C  0.9856  2.3492  0.8392
O  1.7382  1.2038  1.1963
C  2.1870  0.4351  0.1167
C  2.7627  -0.8431  0.7045
N  1.7182  -1.6341  1.4580
C  1.1826  -2.6933  0.6383
C  0.2703  -2.2869  -0.5036
O  -0.5769  -1.1912  -0.1330
C  -1.9339  -1.5325  0.0213
H  0.3269  1.9926  0.0327
H  1.6032  3.1538  0.4233
H  0.4408  2.6833  1.7033
H  3.0423  0.9996  -0.3127
H  1.4611  0.3142  -0.6936
H  3.4830  -0.5269  1.4577
H  3.1508  -1.4137  -0.1390
H  0.9571  -0.9497  1.5209
H  0.6478  -3.4429  1.2317
H  2.0033  -3.2407  0.1611
H  -0.2993  -3.1418  -0.8696
H  0.8504  -1.9375  -1.3646
H  -2.0837  -2.5797  0.3137
H  -2.5893  -1.3116  -0.8265
H  -2.3723  -0.9938  0.8724
C  -6.1543  -1.5019  2.7789
O  -4.9569  -2.1728  2.4525
C  -5.2227  -3.5121  2.1164
C  -4.0041  -4.4273  2.4639
N  -3.3849  -4.0263  3.6664
C  -2.0980  -4.6173  3.8399
C  -1.4912  -4.2062  5.1872
O  -0.5395  -3.1523  5.1102
C  -0.9988  -1.9837  4.5232
H  -6.7145  -1.3940  1.8456
H  -5.8800  -0.4998  3.1148
H  -6.7128  -1.9543  3.6014
H  -5.3795  -3.6598  1.0366
H  -6.1141  -3.8933  2.6376
H  -3.3576  -4.2192  1.5855
H  -4.3783  -5.4504  2.4461
H  -3.5611  -3.0684  3.8999
H  -1.4391  -4.3201  3.0124
H  -2.1593  -5.6981  3.9721
H  -0.8639  -5.0149  5.5672
H  -2.2851  -3.9838  5.9092
H  -1.3630  -2.1900  3.5007
H  -0.1791  -1.2761  4.4507
H  -1.8466  -1.4903  5.0305
C  1.3086  -0.5879  -5.9399
C  0.8225  0.6733  -5.2008
C  1.9639  1.3799  -4.5032
O  2.4370  0.6152  -3.3981
C  3.7831  0.2140  -3.3684
N  0.2865  1.4974  -6.2887
H  0.4863  -1.2475  -6.1942
H  1.9396  -1.1204  -5.2108
H  1.9800  -0.3580  -6.7633
H  0.0859  0.4708  -4.4334
H  1.5025  2.2638  -3.9939
H  2.5894  1.9568  -5.2050
H  4.4732  0.9708  -3.7422
H  3.9133  -0.7410  -3.8914
H  4.0501  0.0386  -2.3232
H  -0.3897  1.0061  -6.8582
H  -0.2085  2.3091  -5.9125
C  2.4743  7.8940  -0.5544
C  3.9371  8.0521  -0.1090
C  4.5021  6.7514  0.4427
O  3.8237  6.4532  1.5991
C  3.4666  5.1491  1.8659
N  4.7069  8.5420  -1.2830
H  2.4260  7.1910  -1.3911
H  2.0547  8.8651  -0.8080
H  1.8819  7.4402  0.2425
H  3.9281  8.8244  0.6788
H  5.5751  6.9045  0.6220
H  4.3044  5.9614  -0.2944
H  2.9424  4.6860  1.0167
H  2.8549  5.0693  2.7620
H  4.3072  4.4601  2.0727
H  4.3463  9.4696  -1.5120
H  5.6553  8.7907  -0.9708
C  -3.1860  3.2334  6.7460
C  -4.6239  3.1368  6.2387
C  -4.6844  2.2257  5.0411
O  -4.3473  2.9790  3.9189
C  -4.4106  2.1961  2.7209
N  -5.4661  2.5580  7.2886
H  -3.1449  3.8796  7.6238
H  -2.5049  3.6042  5.9857
H  -2.8486  2.2394  7.0504
H  -5.0541  4.0939  5.9570
H  -5.6936  1.8062  4.9158
H  -3.9938  1.3809  5.2059
H  -4.2016  2.8035  1.8456
H  -5.4615  1.8595  2.6478
H  -3.7427  1.3282  2.7768
H  -4.9807  1.7299  7.6557
H  -5.4776  3.1112  8.1469
C  3.9720  3.3716  -2.2221
C  5.1731  3.7529  -3.0316
C  5.4694  5.2367  -2.9723
O  6.5878  5.4498  -3.7912
C  6.9750  6.8045  -3.8087
N  6.3331  2.9370  -2.5706
H  3.0503  3.7341  -2.7021
H  3.8552  3.9348  -1.2740
H  3.9003  2.3402  -1.9119
H  4.9816  3.5432  -4.0876
H  5.7703  5.5391  -1.9548
H  4.5729  5.8261  -3.2202
H  6.1547  7.4211  -4.2125
H  7.7996  6.8956  -4.5113
H  7.2144  7.2161  -2.8222
H  6.7979  3.3549  -1.7692
H  6.9927  3.0449  -3.3456
C  -5.9259  -1.2133  -4.0172
C  -5.9280  -2.6618  -3.6026
C  -5.7814  -2.8184  -2.1194
O  -6.6329  -1.9682  -1.3977
C  -7.7737  -2.6041  -0.9471
N  -7.1017  -3.3585  -4.1247
H  -6.7048  -0.6634  -3.4882
H  -6.1871  -1.0983  -5.0729
H  -4.9532  -0.7636  -3.8283
H  -5.0359  -3.1354  -4.0609
H  -4.7690  -2.5478  -1.8129
H  -5.9732  -3.8519  -1.8057
H  -8.3354  -1.9422  -0.2950
H  -7.5627  -3.5624  -0.4441
H  -8.4452  -2.9027  -1.7698
H  -7.1375  -4.3529  -3.9500
H  -7.2366  -3.2304  -5.1185
C  -2.3207  -1.9250  -5.1481
C  -1.8081  -2.3102  -3.7401
C  -1.8100  -3.7942  -3.4785
O  -2.1316  -3.9351  -2.0813
C  -1.9846  -5.2240  -1.5624
N  -0.3834  -1.8688  -3.6457
H  -3.3776  -2.1613  -4.9884
H  -1.8044  -2.5766  -5.8554
H  -2.0692  -0.9052  -5.4190
H  -2.4458  -1.8408  -2.9830
H  -0.8353  -4.2622  -3.6619
H  -2.5777  -4.3066  -4.0824
H  -0.9479  -5.6019  -1.5705
H  -2.7435  -5.9466  -1.8692
H  -2.1024  -5.1126  -0.4673
H  0.1557  -2.3699  -2.9404
H  -0.2617  -0.9458  -3.2229

Results
- charge = 0
- F_max (eV/A) = 2.813
- energy relative to the best compared isomer or geometry (same formula, charge and spin) (kcal per mole) = 90.2
- SMILES string = COC[C@H](C)N.COC[C@H](C)N.COC[C@H](C)N.COC[C@H](C)N.COC[C@H](C)N.COC[C@H](C)N.COCCNCCOC.COCCNCCOC.CC(C)O.CC(C)O
- HOMO-LUMO gap (eV) = 9.123

=====

Computed values of E_tot (unit: eV) for the preceding records, in sequence: -82355.1813 -81852.4795.